1.
# C6H13NO

An isolated molecule of C6H13NO (ωB97M-V/def2-TZVPD, the Open Molecules 2025 dataset).

LUMO energy, Eh: 0.02472
Calculated total energy, Eh: -366.345461
HOMO-LUMO gap, eV: 10.205
Highest occupied orbital energy, eV: -9.5
ΔE to the lowest compared entry with this formula, charge and spin, kJ/mol: 232.2
SMILES string: [H]/N=C(/C)C(C)(C)CO

```
! RIJCOSX wB97M-V def2-TZVPD def2/J DEFGRID3
* xyz 0 1
H -1.00 -2.07 -1.31
C 1.07 0.53 0.30
H 2.53 0.29 1.88
C -1.42 -0.09 0.74
H 1.07 1.14 2.33
H 1.03 -0.63 2.14
H -1.74 0.35 -2.00
H 0.72 -1.69 -1.50
H -0.46 1.56 0.99
H 1.84 0.64 -1.48
C -0.78 0.67 -1.58
O -1.51 1.25 1.15
H 0.11 -2.27 0.06
H -1.17 -0.74 1.58
H -0.86 1.72 -1.30
C -0.13 -1.64 -0.80
H -2.39 -0.43 0.32
C 1.45 0.30 1.75
C -0.39 -0.20 -0.39
H -0.03 0.61 -2.38
N 2.08 0.70 -0.49
*
```

---

2.
# C6H13NO

An isolated molecule of C6H13NO (ωB97M-V/def2-TZVPD, the Open Molecules 2025 dataset).

LUMO energy, Eh: 0.03203
Calculated total energy, Eh: -366.281987
HOMO-LUMO gap, eV: 9.655
Highest occupied orbital energy, eV: -8.8
ΔE to the lowest compared entry with this formula, charge and spin, kJ/mol: 398.9
SMILES string: CN[C@H](C=O)C(C)C

```
! RIJCOSX wB97M-V def2-TZVPD def2/J DEFGRID3
* xyz 0 1
H 1.55 -0.61 2.05
H 0.13 -2.48 -0.95
C 0.72 0.12 1.68
H -2.93 -0.83 0.38
H -1.38 0.62 0.45
H 0.90 0.89 2.43
C 0.44 -1.51 -1.28
H 0.21 2.35 0.71
O 1.55 -1.59 -1.78
C 1.13 1.87 0.28
H -0.27 -0.40 1.68
H 1.25 2.38 -0.68
H 2.04 -0.08 -0.10
C 1.04 0.32 0.20
H 1.94 2.21 0.86
H 0.27 0.58 -1.96
C -2.26 -1.02 -0.53
H -1.93 -1.97 -0.75
C 0.03 -0.09 -0.97
H -3.08 -0.88 -1.16
N -1.35 0.13 -0.56
*
```

---

> Among the records above, which one has the lowest calculated total energy?

number 1

---

Please write out number 1 again, unchanged.
# C6H13NO

An isolated molecule of C6H13NO (ωB97M-V/def2-TZVPD, the Open Molecules 2025 dataset).

LUMO energy, Eh: 0.02472
Calculated total energy, Eh: -366.345461
HOMO-LUMO gap, eV: 10.205
Highest occupied orbital energy, eV: -9.5
ΔE to the lowest compared entry with this formula, charge and spin, kJ/mol: 232.2
SMILES string: [H]/N=C(/C)C(C)(C)CO

```
! RIJCOSX wB97M-V def2-TZVPD def2/J DEFGRID3
* xyz 0 1
H -1.00 -2.07 -1.31
C 1.07 0.53 0.30
H 2.53 0.29 1.88
C -1.42 -0.09 0.74
H 1.07 1.14 2.33
H 1.03 -0.63 2.14
H -1.74 0.35 -2.00
H 0.72 -1.69 -1.50
H -0.46 1.56 0.99
H 1.84 0.64 -1.48
C -0.78 0.67 -1.58
O -1.51 1.25 1.15
H 0.11 -2.27 0.06
H -1.17 -0.74 1.58
H -0.86 1.72 -1.30
C -0.13 -1.64 -0.80
H -2.39 -0.43 0.32
C 1.45 0.30 1.75
C -0.39 -0.20 -0.39
H -0.03 0.61 -2.38
N 2.08 0.70 -0.49
*
```

---

> Look up the HOMO-LUMO gap of the second one.

9.655 eV